[1]
Entry from the Open Molecules 2025 dataset: a molecular structure, C28H54BiN5O7SSi4 (the ωB97M-V functional and the def2-TZVPD basis).

Structure (XYZ):
```
100
Properties=species:S:1:pos:R:3:forces:R:3
Bi 0.16731 -1.07409 0.23528 -0.133 0.180 0.085
S 3.62429 -0.66472 0.32458 -0.222 0.075 -0.058
Si -1.85225 0.70568 -2.33470 0.015 -0.053 0.022
Si -3.21672 2.57147 -2.08914 -0.018 0.059 0.063
Si -0.45874 1.43059 -4.05717 0.092 -0.014 -0.030
Si -3.25505 -0.68706 -3.55869 -0.051 -0.064 -0.034
O 4.71062 -0.24369 -0.53351 0.008 0.024 -0.022
O 0.68455 -2.61957 1.75258 -0.033 0.026 0.004
O 0.89884 -3.16756 3.89847 0.010 -0.008 0.012
O 1.66839 -3.35838 -3.18248 0.029 -0.090 -0.188
O 3.24858 0.22071 1.40597 0.126 -0.039 0.016
O -0.04097 1.81234 3.57853 0.002 0.023 0.086
O 0.55826 -2.93470 -1.28770 -0.265 -0.040 0.365
N 0.64010 1.48666 0.11400 0.036 0.026 -0.242
N -4.77775 -2.54059 1.80282 -0.005 0.010 -0.004
N 2.31820 -1.00946 -0.49608 0.088 -0.101 -0.234
N 0.31249 -0.02939 2.26222 0.092 -0.268 0.134
N -2.36852 -1.82948 1.35235 0.003 -0.047 -0.053
C -4.31594 2.40173 -0.54694 0.001 0.012 -0.006
C -1.15438 2.61888 -5.36964 -0.035 0.005 0.026
C -4.26566 -3.21416 0.60407 0.004 -0.016 0.004
C -0.09858 2.08450 1.21287 -0.049 0.142 -0.054
C -4.88668 -0.96295 -2.62000 0.022 0.026 0.022
C 0.75221 -2.33106 3.01875 -0.046 0.112 0.022
C 5.36673 -2.12848 1.81798 -0.003 -0.070 0.010
C -3.92087 -2.89702 2.93647 0.006 0.006 0.005
C 4.19572 -2.17787 1.07249 0.008 0.052 0.042
C 3.50136 -3.36788 0.93148 0.037 0.039 0.011
C -2.47016 -2.38903 -3.79882 0.013 0.006 0.015
C 0.25533 -0.02381 -5.03452 -0.023 -0.003 0.023
C 2.47154 -1.60730 -1.83159 0.195 0.159 0.093
C 5.83461 -3.27697 2.43451 -0.002 0.042 0.002
C -4.43743 3.06491 -3.45996 0.000 -0.024 -0.013
C 1.04677 2.35321 -3.35465 -0.021 0.006 0.001
C 1.48599 -2.74414 -2.13462 0.129 -0.041 -0.121
C 0.06805 1.25779 2.47799 -0.065 -0.023 0.138
C -2.45389 -2.46944 2.66563 -0.016 -0.018 0.003
C 5.62184 -5.72102 3.02440 -0.011 0.014 -0.005
C -2.80598 -2.77503 0.31837 -0.019 0.021 -0.008
C 3.98433 -4.51027 1.55321 -0.009 -0.014 0.000
C 0.62362 -0.85401 3.40307 0.031 -0.086 -0.100
C 5.14542 -4.48115 2.31458 -0.009 -0.026 -0.003
C -2.17953 4.13306 -1.77878 0.010 -0.014 -0.026
C -4.70454 -1.08885 1.59725 0.004 0.001 0.006
C -3.81121 -0.16210 -5.29998 0.009 0.014 0.012
C -3.24046 -0.65267 1.32323 -0.022 0.005 0.001
H -4.96890 1.52791 -0.62186 -0.016 -0.020 -0.016
H -5.48581 -0.04826 -2.59857 -0.009 0.008 -0.012
H 0.37042 1.86284 -0.78893 0.038 -0.017 0.046
H -4.94805 3.28572 -0.41252 -0.009 0.006 0.004
H -0.39449 2.83697 -6.12778 0.007 0.002 -0.005
H -2.11233 -3.61835 0.31121 0.001 -0.006 0.000
H 6.74363 -3.23821 3.02560 0.001 0.001 -0.001
H -4.92367 -2.96898 -0.23164 -0.005 -0.013 -0.002
H 5.89994 -1.19147 1.91330 0.004 0.009 -0.002
H -2.87756 0.05476 2.07397 -0.004 0.001 -0.005
H -1.77129 -3.31951 2.67784 0.018 0.008 0.006
H -5.10433 -0.60057 2.48942 -0.005 0.002 -0.003
H 0.21211 3.10443 1.45379 -0.030 0.018 -0.007
H -4.31844 -2.40652 3.82863 0.000 -0.002 0.006
H -3.71023 2.27834 0.35445 0.018 0.011 0.007
H -5.18227 2.28135 -3.62100 -0.013 0.000 0.017
H -1.15854 2.11176 0.93881 -0.014 -0.002 0.019
H -4.49546 -0.90910 -5.71719 -0.003 -0.007 -0.014
H -3.18736 -3.10439 -4.21549 -0.011 0.004 -0.015
H 0.66352 -0.80004 -4.38230 0.005 -0.002 0.001
H -2.72105 -2.27391 -0.64950 0.008 -0.001 -0.009
H -2.95755 -0.07297 -5.97565 0.020 -0.016 -0.008
H 3.47677 -2.00179 -1.98067 0.020 0.016 0.015
H -4.69384 -1.24676 -1.58306 0.003 0.003 0.008
H 1.05703 0.31610 -5.69810 0.004 0.003 -0.008
H 1.68405 2.72853 -4.16174 0.014 0.001 0.003
H -1.49991 3.99058 -0.93459 0.004 -0.007 0.023
H 2.57733 -3.39966 0.37129 -0.015 -0.013 -0.004
H 1.57500 -0.55074 3.85524 -0.011 -0.013 -0.011
H -4.32263 0.80234 -5.28492 -0.011 0.005 0.001
H -2.02599 2.19089 -5.86925 -0.002 -0.015 -0.013
H -0.51144 -0.49921 -5.65134 -0.013 0.010 -0.021
H -3.92488 3.22818 -4.40930 0.023 0.019 -0.029
H -3.13730 -0.18222 0.34189 0.008 0.015 0.005
H -3.99511 -3.97635 3.09041 -0.003 -0.002 0.006
H 2.31723 -0.84757 -2.60475 0.049 0.013 -0.012
H -1.56890 4.37750 -2.65201 -0.005 0.010 0.002
H -4.32951 -4.29238 0.77044 0.000 -0.001 0.000
H -2.07129 -2.80059 -2.86909 -0.004 0.000 0.022
H 1.64235 1.56887 0.25260 0.020 -0.058 -0.003
H -4.96601 3.98541 -3.18877 -0.007 0.004 0.002
H -2.10555 -1.75376 3.41099 0.029 0.007 0.021
H -0.12874 -0.77534 4.19312 -0.006 -0.005 0.003
H -5.48576 -1.75375 -3.08266 -0.010 -0.002 -0.012
H -1.46504 3.56568 -4.92047 0.003 0.016 -0.002
H -2.81615 4.99554 -1.55733 -0.010 0.010 0.003
H 6.64554 -5.60338 3.38197 0.006 -0.003 0.000
H 3.42753 -5.43524 1.45807 -0.006 -0.003 -0.001
H -5.35521 -0.83014 0.75891 -0.006 0.001 -0.007
H 1.65756 1.69746 -2.72729 0.005 -0.018 -0.013
H 4.98678 -5.93653 3.88670 0.004 -0.005 0.005
H -1.62020 -2.32587 -4.48237 0.005 -0.006 -0.009
H 5.58622 -6.59049 2.36592 0.003 -0.005 0.002
H 0.74237 3.20934 -2.74481 -0.001 0.017 -0.006
```
Positions in Å, forces in eV/Å.

* DFT total energy: -3670.804952 hartree
* charge: -2
* molecular weight: 926.16 g mol⁻¹
* orbital gap: 6.14 eV

Atom charges from the Mulliken analysis, given in e for atoms 1 to 6: 2.91 1.29 1.06 0.20 0.46 0.13

---

[2]
Entry from the Open Molecules 2025 dataset: a molecular structure, C28H54Br21OP2 (the ωB97M-V functional and the def2-TZVPD basis).

Structure (XYZ):
```
106
Properties=species:S:1:pos:R:3:forces:R:3
Br -3.60519 -5.33408 -6.69606 -0.151 -0.181 0.263
Br -3.24405 -6.38204 0.96111 0.007 0.101 0.273
Br 2.96101 0.68886 2.33816 0.158 -0.035 0.118
Br 1.66360 6.27912 -2.04855 1.267 8.972 -0.964
Br 2.87667 9.25127 -1.73415 -0.281 -0.107 0.015
Br 5.64856 -0.99997 2.82043 -0.280 0.275 0.082
Br 0.72823 -0.70513 6.14802 0.057 -0.308 0.019
Br 7.59503 4.65225 -1.46386 -0.142 0.030 0.352
Br -0.12273 -3.79411 6.38538 0.326 0.340 -0.128
Br 4.13600 -4.73139 6.54759 -0.112 0.079 0.294
Br -3.30993 -6.87562 -3.89461 -0.192 0.114 -0.229
Br -3.61487 -7.25193 4.02817 0.095 0.290 -0.265
Br 1.51556 -2.77216 3.81726 0.025 -0.056 0.290
Br 2.49853 -5.75210 9.11613 0.243 0.299 -0.181
Br 3.34812 -2.66291 8.87860 0.017 -0.304 -0.146
Br 6.82168 6.72564 0.86119 0.020 -0.386 -0.111
Br -1.96491 -4.59590 3.30638 -0.234 -0.265 -0.084
Br -0.15173 8.84801 -2.73036 0.181 -0.107 0.156
Br 5.96517 3.64310 1.10895 0.096 0.142 -0.088
Br 4.29247 0.58817 5.25729 0.044 -0.064 -0.394
Br -6.14997 -5.65364 -4.76598 0.331 -0.092 -0.070
P -1.72601 2.84725 -1.36647 1.608 -1.783 0.135
P -3.37621 1.74309 -2.29492 -1.505 -0.772 0.078
O -2.21086 -2.59701 -2.57582 -1.202 -0.663 0.141
C 1.28602 8.14365 -1.63365 0.466 0.379 -0.367
C 3.81476 -4.49620 8.44666 0.023 -0.126 0.119
C -2.28014 2.62729 1.50362 -0.037 0.127 -0.053
C -2.97792 1.24838 -4.07777 0.350 0.147 -0.323
C 0.68792 4.21977 -2.13207 -1.306 -2.657 1.302
C 0.85898 -1.66962 -0.84688 0.423 -0.734 0.342
C -1.81187 0.91587 3.52169 -0.908 -1.577 -0.852
C -4.80258 -0.71899 -1.59211 0.305 -0.131 1.183
C 4.61161 0.54944 3.34735 0.183 0.005 0.133
C -1.34077 2.06961 0.33312 0.942 1.052 0.522
C -1.30413 -0.52121 2.97585 0.384 0.758 0.909
C -0.12192 2.82507 -2.35655 1.325 0.682 -0.376
C 1.19446 -2.53765 5.71591 -0.027 -0.067 0.111
C 1.99631 4.03422 -1.14134 0.254 -0.371 0.814
C -2.86287 1.51950 2.48063 -0.338 0.816 0.981
C 2.34209 -1.63280 -1.44110 -1.020 -0.009 -0.666
C -1.30870 -2.97382 -0.32205 0.485 -0.396 -0.105
C -3.53577 0.17796 -1.20255 0.285 0.222 0.774
C 2.49362 -0.31811 -2.32624 0.864 0.203 0.698
C 0.27265 -3.14520 -0.64409 -0.998 1.037 0.592
C 3.31674 3.57528 -1.90176 -0.783 -0.281 -0.556
C 7.28458 4.89370 0.43351 0.173 0.141 -0.025
C -4.48733 -6.44343 -5.37354 -0.023 -0.031 -0.048
C 3.04305 0.94841 -1.49882 0.518 -0.456 -1.513
C -3.31557 -2.84286 -3.48787 0.367 -0.543 -1.279
C -3.41941 -5.77198 2.79344 -0.090 0.014 0.053
C -2.22938 -3.55351 -1.48292 0.117 0.576 1.091
C 3.22307 2.13264 -2.56281 0.659 -0.320 0.697
H 4.07919 0.66607 -1.12200 -1.374 0.452 -0.080
H -2.56237 -0.40200 -1.12492 -1.330 0.530 -0.472
H 2.40509 2.02010 -3.34169 0.830 0.531 0.847
H 1.69566 3.36765 -0.26471 0.437 0.408 -1.277
H 0.89570 -1.15123 0.17258 -0.306 -0.625 -1.195
H 0.78811 -3.62840 0.24463 -0.550 0.375 -1.216
H -3.73790 0.58783 -0.15372 0.357 -0.398 -1.433
H 3.24286 -0.54805 -3.16034 -1.060 0.575 1.000
H -2.15617 -1.25116 2.82605 0.818 0.994 0.062
H 3.12081 -1.71580 -0.61100 -1.004 0.337 -1.085
H -4.74027 -7.38134 -5.86165 0.059 0.207 0.110
H -2.18969 4.19780 -1.18396 0.467 -0.769 -0.085
H 4.20757 1.94253 -3.11429 -1.358 0.239 0.657
H 1.49914 0.00043 -2.79308 1.243 -0.757 0.468
H -3.29460 -3.63622 -1.07769 1.258 -0.112 -0.555
H -2.08488 1.85908 -4.40858 -0.925 -0.886 0.174
H 0.35634 -3.79559 -1.56783 0.249 0.862 1.034
H -2.89084 -3.05070 -4.53822 -0.583 0.161 1.569
H -0.27678 2.43082 0.56653 -1.329 -0.587 -0.519
H 0.10223 -1.11072 -1.49761 1.204 -0.626 0.617
H -3.37814 0.64992 1.97134 0.630 1.091 0.262
H -3.09971 3.27798 1.03597 0.849 -1.066 0.771
H -0.01255 4.94033 -1.59334 0.575 -1.524 -0.840
H -1.27677 0.94357 0.26059 -0.340 1.273 -0.180
H 2.37696 1.23440 -0.62951 0.686 -0.389 -0.966
H -5.61968 -0.50006 -0.82229 0.906 -0.111 -1.411
H -0.64146 -0.95316 3.78955 -0.703 0.419 -1.323
H 2.49278 -2.54606 -2.11305 -0.264 1.198 0.868
H 2.13017 -2.75589 6.22557 -0.177 0.071 -0.132
H -3.67301 2.03901 3.10445 1.030 -0.616 -0.992
H -0.28441 2.72802 -3.47496 -0.233 -0.068 1.426
H -0.71472 -0.41026 2.01379 -0.585 -0.265 1.076
H 0.95167 4.73525 -3.10684 -0.820 -2.078 0.755
H 0.94305 8.17523 -0.60193 0.072 -0.050 -0.233
H 2.23984 5.09621 -0.67760 -0.289 -3.779 0.044
H -2.40666 0.66287 4.46637 1.089 0.680 -1.088
H 5.20603 1.42747 3.10619 -0.132 -0.188 0.046
H -1.52754 -1.86038 -0.22345 0.146 -1.383 -0.101
H -1.64979 3.34966 2.12958 -0.897 -0.994 -0.840
H 8.22074 4.67403 0.94081 -0.220 0.022 -0.101
H 0.56784 1.96829 -2.04171 -1.415 0.871 -0.207
H -1.55453 -3.43533 0.69351 0.169 0.417 -1.537
H -4.00908 -1.95421 -3.59740 0.938 -1.043 0.348
H 4.18882 3.63558 -1.18467 -0.972 -0.158 -0.847
H -4.33514 -5.18873 2.84811 0.201 -0.138 -0.023
H -4.50490 -1.80467 -1.39190 -0.499 1.529 -0.637
H -0.94939 1.61926 3.73055 -1.035 -0.842 -0.131
H -1.87144 -4.56616 -1.85348 -0.438 1.077 0.521
H -3.86522 1.59207 -4.70896 1.198 -0.602 0.933
H 3.50314 4.31268 -2.75237 -0.105 -0.774 1.174
H -5.17080 -0.56182 -2.65075 0.370 -0.278 1.374
H -2.78437 0.13115 -4.21184 -0.167 1.575 0.270
H 4.75004 -4.71427 8.95618 -0.198 0.066 -0.126
H -3.90262 -3.75728 -3.15652 0.559 1.167 -0.485
```
Positions in Å, forces in eV/Å.

* DFT total energy: -55910.935357 hartree
* charge: +1
* molecular weight: 2146.67 g mol⁻¹
* orbital gap: 8.92 eV

Atom charges from the Mulliken analysis, given in e for atoms 1 to 6: -0.02 -0.02 0.17 -0.04 -0.05 -0.01

---

The highest molecular weight belongs to which entry? C28H54Br21OP2

---

Which of these has the lowest orbital gap? C28H54BiN5O7SSi4

---

The highest charge belongs to which entry? C28H54Br21OP2

---

Among the records above, which one has the lowest molecular weight? C28H54BiN5O7SSi4